Formula: C58H30BrCl4IN6S2Y
Source: OMol25
Level of theory: ωB97M-V with the def2-TZVPD basis set

Cartesian coordinates (Å):
Y -0.58033 -0.14986 0.50627
Cl -3.96350 -8.50809 3.69002
C -3.46086 -7.06579 2.89578
C -3.62259 -5.99585 3.73187
C -3.04491 -4.75432 3.40982
C -2.65780 -4.50350 2.09858
C -2.56231 -5.61929 1.22971
C -2.92297 -6.91130 1.62240
C -2.34243 -3.09246 1.71463
C -1.58838 -2.27373 2.60226
C -0.94717 -2.70597 3.79613
C -0.35739 -1.62028 4.44415
C -0.68608 -0.45758 3.58915
C -0.37733 0.87699 3.92181
C 0.39975 1.25378 5.19142
C -0.05354 0.88844 6.44953
C 0.70687 1.09628 7.60334
C 1.91694 1.79604 7.48305
Cl 2.87995 2.08501 8.82426
C 2.38823 2.14286 6.20227
C 1.64019 1.95817 5.05682
C -0.60441 2.00721 3.01621
N -0.79947 1.80073 1.64844
C -0.93698 3.06672 1.04102
C -1.04048 3.51433 -0.34507
C -1.00852 4.93812 -0.70954
C -2.16062 5.41843 -1.38103
C -2.40217 6.76937 -1.39742
C -1.30629 7.68917 -0.96947
Cl -1.59795 9.37359 -0.99911
C -0.07317 7.15211 -0.45689
C 0.04676 5.80363 -0.25455
C -1.33285 2.57543 -1.43661
C -1.33512 2.83282 -2.85713
C -1.71548 1.63068 -3.48862
C -2.01225 0.69198 -2.44069
N -1.67493 1.25643 -1.17562
C -2.58127 -0.58576 -2.64592
C -2.93101 -1.49638 -1.56872
C -3.59097 -2.75447 -1.71090
C -3.58652 -3.39886 -0.49696
C -2.86534 -2.53597 0.43479
N -2.41214 -1.41771 -0.20061
C -2.74688 -0.99002 -4.08213
C -3.96065 -1.54888 -4.58646
C -3.91162 -2.05242 -5.87161
C -2.78874 -1.90568 -6.71528
Cl -2.74691 -2.28372 -8.39992
C -1.64025 -1.23552 -6.21504
C -1.58515 -0.86498 -4.86789
C -0.98051 4.03895 2.10995
C -0.69553 3.38536 3.30620
N -1.38650 -0.92448 2.46412
H -4.08935 -6.02376 4.67961
H -3.17425 -3.89832 4.08422
H -2.11628 -5.39813 0.24478
H -2.85325 -7.76507 0.98031
H -0.92148 -3.74639 4.10765
H 0.38866 -1.60787 5.26216
H -1.03844 0.46037 6.55758
H 0.34017 0.78824 8.57163
H 3.44739 2.50887 6.04105
H 2.02616 2.35332 4.06674
H -2.92382 4.74990 -1.74546
H -3.21399 7.33727 -1.87777
H 0.72669 7.76903 -0.13170
H 0.96537 5.39702 0.07987
H -1.03970 3.75060 -3.32835
H -1.85389 1.45802 -4.55318
H -4.06355 -3.17144 -2.63595
H -4.20760 -4.25843 -0.23928
H -4.86325 -1.71727 -4.01148
H -4.85555 -2.36715 -6.32780
H -0.87938 -0.92474 -6.92281
H -0.70980 -0.45687 -4.38358
H -1.22376 5.10949 1.95493
H -0.52544 3.85599 4.27551
S 0.69254 -2.55118 0.00552
C 2.37154 -2.42802 0.41532
C 3.19144 -3.52966 0.07083
C 4.59216 -3.46860 0.23153
C 5.33935 -4.66244 -0.06787
N 6.03811 -5.54696 -0.33381
C 5.25336 -2.26099 0.61405
C 4.48682 -1.09523 0.76850
C 3.10654 -1.17232 0.76862
S 2.20520 0.31210 1.01210
C 6.69579 -2.13683 0.61180
N 7.82242 -1.85655 0.71097
H 2.75458 -4.47210 -0.32670
H 5.14396 -0.19762 0.78074
Br 3.11397 4.47980 -3.92185
C 4.13719 2.91162 -4.11263
C 5.32488 3.10795 -4.84407
C 5.96693 2.00831 -5.40140
C 5.53401 0.71149 -5.04728
C 4.45819 0.51995 -4.22880
C 3.72589 1.62336 -3.75249
I 1.91833 1.43563 -2.87556
H 5.59758 4.15301 -5.02094
H 6.86247 2.16523 -6.03637
H 5.96669 -0.20182 -5.54520
H 3.95799 -0.44063 -4.03452

Calculated values
maximum force: 0.0888 hartree/bohr
lowest unoccupied orbital energy (alpha / beta): 0.142 / 0.150 eV
HOMO level (alpha / beta): -0.1694 / -0.1694 Eh
energy: -220524.1258 eV
net charge: -1
HOMO-LUMO gap (alpha / beta): 4.8 / 4.8 eV

=====

Formula: C58H40CdF3N4O5
Source: OMol25
Level of theory: ωB97M-V with the def2-TZVPD basis set

Cartesian coordinates (Å):
Cd 0.36467 -0.69095 0.65615
C -2.61182 -9.07723 3.91880
O -3.43708 -7.94715 3.72969
C -2.81635 -6.74149 3.56133
C -3.62307 -5.67306 3.18419
C -3.08183 -4.42232 2.98362
C -1.71305 -4.14843 3.18135
C -0.92410 -5.26075 3.50455
C -1.45415 -6.52722 3.70892
C -1.12303 -2.82400 2.89515
C -1.97142 -1.75138 2.43767
C -3.31210 -1.45710 2.88747
C -3.68371 -0.28391 2.30366
C -2.58297 0.14973 1.48530
N -1.57940 -0.76944 1.60391
C -2.55015 1.30999 0.68405
C -1.48800 1.78015 -0.11414
C -1.47875 2.97681 -0.91514
C -0.27648 3.02330 -1.55204
C 0.47723 1.86987 -1.11877
C 1.85511 1.57338 -1.42354
C 2.40536 1.87466 -2.75641
C 3.72136 1.51153 -3.11344
C 4.21385 1.69118 -4.38653
C 3.40399 2.21694 -5.38972
O 3.96152 2.33620 -6.62673
C 3.07898 2.58656 -7.71142
C 2.09160 2.55299 -5.08629
C 1.60978 2.36435 -3.80212
C 2.72726 1.02279 -0.41707
N 2.35473 0.14337 0.53170
C 3.39474 -0.05639 1.39225
C 3.37314 -0.91969 2.50784
C 4.62892 -0.99194 3.30846
C 4.65909 -0.53312 4.61803
C 5.81854 -0.58809 5.38521
C 6.97881 -1.11613 4.83314
O 8.17222 -1.21430 5.49371
C 8.19798 -0.81548 6.84743
C 6.96718 -1.57952 3.52027
C 5.80740 -1.51439 2.77280
C 2.29463 -1.69830 2.97470
C 2.31453 -2.59237 4.10355
C 1.08215 -3.16459 4.18471
C 0.28434 -2.61798 3.10995
N 1.05122 -1.75356 2.41508
C 4.48782 0.78120 0.97385
C 4.08459 1.43385 -0.15190
N -0.28067 1.16574 -0.25663
C -3.78671 2.14453 0.68761
C -4.58785 2.26379 -0.44823
C -5.73292 3.03625 -0.43581
C -6.10731 3.71159 0.72242
O -7.25944 4.44325 0.64306
C -7.65074 5.16432 1.79082
C -5.32040 3.61036 1.86327
C -4.17004 2.82832 1.83286
H -3.27160 -9.94125 3.91769
H -2.08189 -9.03299 4.87465
H -1.88328 -9.17629 3.10971
H -4.67805 -5.85137 3.02245
H -3.73846 -3.64804 2.62535
H 0.14589 -5.16043 3.56858
H -0.78432 -7.33790 3.95595
H -3.87246 -2.01416 3.61886
H -4.61316 0.24392 2.43952
H -2.26998 3.70662 -0.96361
H 0.08644 3.81342 -2.18725
H 4.36417 1.04311 -2.38800
H 5.22456 1.39596 -4.63613
H 3.67819 2.49628 -8.61409
H 2.65267 3.59125 -7.66612
H 2.26480 1.85988 -7.72883
H 1.41452 2.91876 -5.84372
H 0.56693 2.57369 -3.63810
H 3.75803 -0.11508 5.04926
H 5.80047 -0.21153 6.39725
H 9.20449 -1.01660 7.20579
H 7.48114 -1.38536 7.44525
H 7.98562 0.25204 6.95571
H 7.87859 -1.99057 3.10650
H 5.80403 -1.88277 1.75459
H 3.14559 -2.74498 4.77222
H 0.73360 -3.83022 4.95586
H 5.42367 0.90238 1.49389
H 4.62849 2.18708 -0.69668
H -4.30558 1.73767 -1.35188
H -6.35664 3.12633 -1.31517
H -8.56645 5.68647 1.52505
H -6.89121 5.89514 2.08302
H -7.84878 4.49745 2.63502
H -5.58091 4.13216 2.77218
H -3.55398 2.75284 2.72037
O 0.04469 -1.99161 -1.29432
C -0.26743 -1.35597 -2.27211
F -3.24862 2.96535 -9.44401
C -2.65205 3.54228 -8.36368
F -1.55901 4.17099 -8.89436
F -3.47677 4.53407 -7.96830
C -2.32795 2.59097 -7.28881
C -1.59543 1.43011 -7.58147
C -1.24450 0.53082 -6.61289
C -1.60876 0.74775 -5.23534
C -2.40387 1.92455 -4.96388
C -2.73106 2.80040 -5.96209
C -1.21393 -0.05996 -4.23617
C -0.89383 -0.80883 -3.24343
H -1.29891 1.24108 -8.60764
H -0.67890 -0.35458 -6.87056
H -2.73194 2.10427 -3.94878
H -3.31612 3.67865 -5.71994

Calculated values
maximum force: 0.0118 hartree/bohr
lowest unoccupied orbital energy: 0.579 eV
HOMO level: -0.1061 Eh
energy: -89707.5529 eV
net charge: -1
HOMO-LUMO gap: 3.5 eV

=====

Question: What is the formula in the first record?
Answer: C58H30BrCl4IN6S2Y

=====

Question: Among the records above, which one has the lowest energy?
Answer: C58H30BrCl4IN6S2Y

=====

Question: What is the maximum force in the first record?
Answer: 0.0888 hartree/bohr